84
Properties=species:S:1:pos:R:3 method="wB97M-V/def2-TZVPD" energy_ha=-4176.8676 total_charge=+2 orbital_gap_ev="8.51 / 3.15" spin_multiplicity=2 s_squared=0.75 lumo_ev="-6.9 / -12.2"
Hf 2.14540 -0.96249 1.79056
B -0.10546 -0.23732 0.66303
H 0.88097 0.16814 0.49935
H 0.02436 -1.15484 1.21579
H -0.72565 0.45424 1.21201
H -0.50079 -0.45433 -0.31721
Cl 0.41509 -1.19926 3.92467
C 4.57996 -2.42238 -1.62056
C 3.68196 -2.00335 -0.42834
O 4.06045 -1.83916 0.71021
O 2.53537 -1.55240 -0.55041
H 5.38327 -3.14443 -1.47421
H 5.09103 -1.55732 -2.04315
H 3.86032 -2.77257 -2.36055
O 1.38235 1.34631 2.47626
S 0.96393 2.63246 3.03319
O 1.68544 3.09775 4.20629
O 1.06122 3.79440 1.83095
C 1.23675 5.15429 2.22812
C 1.14722 6.07416 1.05224
C -0.87957 2.68519 3.37644
H 2.18312 5.26926 2.75655
H 0.44173 5.34281 2.94956
H 1.63296 7.01631 1.30622
H 0.10823 6.20073 0.74794
H 1.58739 5.63925 0.15492
H -1.42589 2.34416 2.49705
H -1.27908 3.64883 3.69247
H -1.02232 1.95816 4.17591
O -4.00696 1.12491 2.24693
S -4.52782 -0.24157 2.32117
O -5.66645 -0.60695 3.17693
O -4.89952 -0.78707 0.78869
C -5.50797 -1.99863 0.51554
C -5.84344 -2.02744 -1.02641
C -3.10271 -1.37264 2.77398
H -6.46776 -2.06380 1.02805
H -4.87956 -2.86787 0.70947
H -6.47555 -1.18959 -1.32059
H -6.23400 -2.94122 -1.47427
H -4.91840 -1.80138 -1.55679
H -3.56023 -2.31323 3.08067
H -2.54142 -0.95240 3.60851
H -2.43568 -1.55175 1.93070
O 0.33146 -5.36145 1.43410
S 0.52374 -4.16116 0.63830
O 1.24685 -3.01300 1.20313
O 1.21440 -4.58912 -0.80869
C 1.09235 -5.93671 -1.34574
C 1.52202 -5.95845 -2.76880
C -0.95468 -3.43688 -0.01408
H 0.09821 -6.37454 -1.25573
H 1.79613 -6.60418 -0.84845
H 2.42775 -5.41725 -3.04242
H 0.65044 -5.66058 -3.35166
H 1.64636 -7.01661 -2.99889
H -1.68834 -3.16807 0.74590
H -1.34796 -4.11797 -0.76876
H -0.61645 -2.54302 -0.53822
O 3.18256 1.03823 0.64639
S 3.19925 2.09771 -0.35631
O 3.95085 3.35866 -0.15738
O 3.86052 1.42287 -1.71347
C 4.11406 2.22411 -2.86719
C 4.78772 1.42209 -3.99897
C 1.55343 2.55794 -1.08493
H 4.83103 2.99270 -2.57851
H 3.12624 2.60886 -3.12074
H 5.22831 2.03337 -4.78656
H 4.06729 0.80761 -4.53886
H 5.60921 0.87950 -3.53114
H 1.59453 3.61971 -1.32792
H 0.76230 2.30581 -0.37878
H 1.35383 1.88419 -1.91820
C -2.47200 1.16296 -0.92222
C -3.47649 2.00229 -1.65370
O -3.66093 2.97969 -0.68482
C -2.51138 3.14092 -0.07180
O -2.12744 4.10700 0.60204
O -1.69200 2.26415 -0.44267
F -4.54220 1.19165 -1.86413
H -1.79967 0.42000 -1.35126
H -2.88321 0.66302 -0.04526
H -3.08037 2.23799 -2.64145

***

66
Properties=species:S:1:pos:R:3 method="wB97M-V/def2-TZVPD" energy_ha=-3850.8438 total_charge=+2 orbital_gap_ev="6.96 / 6.98" spin_multiplicity=2 s_squared=0.75 lumo_ev="-7.5 / -7.5"
C 3.79970 4.09631 0.59546
C 2.63144 3.43533 1.03687
H 4.66110 3.83810 1.24771
H 3.61276 5.18896 0.56690
H 3.98448 3.74508 -0.43535
O 1.80531 3.01204 1.73729
Cl 1.92198 2.21652 -1.31436
Yb 0.26490 0.21009 -1.98607
P -1.04451 2.71150 -0.64645
C -2.60028 3.04051 0.27944
C -0.39585 4.42497 -0.58589
H -1.15970 5.13102 -0.93493
H -2.41179 3.58107 -2.45499
H 0.50294 4.49003 -1.20413
H -0.94202 2.77076 -3.10691
H -2.34460 3.22703 1.33246
H -0.12248 4.65676 0.44906
C -1.75036 2.70790 -2.35968
H -3.10537 3.91961 -0.14136
H -2.33562 1.78788 -2.53703
H -3.26559 2.16806 0.23639
P 2.87968 -0.69031 -0.57846
C 3.48316 -2.27670 0.13537
C 3.07117 -1.11175 -2.37174
H 4.37853 1.15870 -1.04164
H 5.30138 -0.27288 -0.45689
H 4.36304 0.74479 0.68108
C 4.39077 0.32491 -0.33201
H 3.21110 -0.19795 -2.96856
H 3.94934 -1.76438 -2.47608
H 4.40959 -2.57699 -0.37011
H 2.71913 -3.05396 0.01043
H 2.18073 -1.64497 -2.75876
H 3.67089 -2.14272 1.20801
Cl -0.20127 -1.05982 -3.99520
C -2.96125 -1.60917 -1.61931
C -2.69618 -0.82115 -0.32521
C -3.83492 -1.02349 0.67594
P -0.96172 -1.12963 0.31878
C -0.77372 -0.41845 2.02874
C -1.56555 -1.09829 3.14434
C 0.71762 -0.38125 2.39528
C -0.75426 -2.96650 0.56200
C -1.95302 -3.72830 1.12098
C -0.26784 -3.63132 -0.73739
H -3.11856 -2.68315 -1.43189
H -2.15458 -1.50779 -2.36654
H -3.87865 -1.21099 -2.08067
H -2.67899 0.26208 -0.57752
H -3.84373 -2.05337 1.06090
H -3.79080 -0.31516 1.51499
H -4.79196 -0.85682 0.15341
H -1.14146 0.61548 1.91015
H -1.15965 -2.08970 3.37301
H -1.46178 -0.48724 4.05263
H -2.63759 -1.18683 2.94247
H 1.31504 0.17055 1.65854
H 0.84210 0.11739 3.36627
H 1.13115 -1.39738 2.49056
H 0.06355 -3.02479 1.30372
H -2.78311 -3.79762 0.40670
H -1.61823 -4.75597 1.31806
H -2.32726 -3.33495 2.07010
H 0.56916 -3.09324 -1.21187
H 0.08273 -4.64740 -0.50481
H -1.08019 -3.71108 -1.47220

***

120
Properties=species:S:1:pos:R:3 method="wB97M-V/def2-TZVPD" energy_ha=-9228.6239 total_charge=-2 orbital_gap_ev=8.80 spin_multiplicity=1 lumo_ev=2.7
C -1.55307 -1.19481 -0.39629
C -0.35068 -0.78295 0.34669
O 0.05091 0.33039 0.39775
N 0.31911 -1.93050 1.08488
H -0.40624 -2.58622 1.43310
H 0.83453 -2.31397 0.24988
C 1.04023 -1.58327 2.35604
H -2.42007 -1.29863 0.26141
H -1.39791 -2.14534 -0.90249
H -1.81749 -0.47191 -1.16680
H 0.27368 -1.52567 3.12679
H 1.50333 -0.60637 2.26389
H 1.64009 -2.47220 2.53532
C -5.13553 -0.25735 -0.18263
C -6.56692 0.04969 -0.56678
O -7.33390 0.76104 -0.02078
N -6.90781 -0.49471 -1.96324
H -6.47439 -1.44006 -2.09406
H -7.92294 -0.50656 -2.04820
C -6.44922 0.51976 -2.97955
H -5.01120 -1.33843 -0.09483
H -4.85067 0.39658 0.63573
H -4.48847 0.01503 -1.02337
H -5.38116 0.42879 -3.14630
H -6.94910 1.47643 -2.87255
H -6.91689 0.13267 -3.89178
C 0.05429 3.76552 1.76934
C 0.82154 2.79430 2.64857
O 1.52774 1.91971 2.25915
N 0.52925 2.88199 4.09421
H 0.61718 3.85375 4.39110
H -0.50843 2.65777 4.17764
C 1.43679 2.02013 4.96303
H -0.81687 3.27974 1.32435
H 0.75603 3.96584 0.96442
H -0.19333 4.56433 2.46773
H 1.29274 2.32195 5.99860
H 2.40398 2.18504 4.50785
H 1.03896 1.01112 4.94722
C 6.98804 -1.16012 -2.12955
C 6.39499 0.23315 -2.33239
C 5.49425 0.66479 -1.18630
N 4.46542 1.71672 -1.58118
C 5.23729 2.96707 -1.91859
C 3.50706 1.25553 -2.66846
C 2.05885 1.67308 -2.25592
C 2.24717 2.58809 -1.08370
C 3.53983 2.05972 -0.44311
H 7.52004 -1.45697 -3.02962
H 6.26637 -1.87541 -1.73787
H 7.72153 -1.11898 -1.31704
H 5.75357 0.26227 -3.22097
H 7.08513 1.05251 -2.55214
H 6.08995 1.00160 -0.33896
H 4.81577 -0.13430 -0.87931
H 6.03834 3.08195 -1.19471
H 4.54583 3.80292 -1.98656
H 5.70074 2.85627 -2.89864
H 3.82475 1.70635 -3.60755
H 3.49592 0.17412 -2.80240
H 1.54893 2.13540 -3.09482
H 1.56358 0.76335 -1.92395
H 2.33457 3.63632 -1.38325
H 1.44679 2.46230 -0.36039
H 3.91838 2.70722 0.34226
H 3.26042 1.07342 -0.06882
N -2.16394 2.62071 4.16744
S -2.73927 1.16418 3.52038
O -3.04534 1.11416 2.11085
O -3.58960 0.40822 4.39402
F -1.32399 0.39255 3.57291
S -3.39970 3.51440 3.86691
O -4.60540 3.21289 4.56832
O -3.46184 4.00326 2.51107
F -2.75800 4.84385 4.54644
N 1.50714 -2.88035 -1.21809
S 1.10589 -2.50738 -2.81262
O 1.58328 -3.26722 -3.91782
O 0.96877 -1.09734 -3.05862
F -0.38394 -3.03605 -2.63989
S 2.96825 -3.33270 -1.33220
O 3.85832 -2.19961 -1.55964
O 3.31902 -4.52531 -2.04727
F 3.25492 -3.72182 0.17424
N -1.77734 -3.55551 2.00494
S -1.19305 -4.92547 2.72169
O -1.89102 -6.10491 2.29339
O -0.65077 -4.83129 4.03721
F 0.15825 -4.99577 1.87374
S -3.26690 -3.75921 2.33899
O -3.58803 -3.77919 3.75204
O -4.04987 -4.49620 1.36437
F -3.76068 -2.23954 2.02195
N -5.75437 -2.67433 -2.97551
S -4.14619 -3.11752 -3.12304
O -3.28040 -2.13852 -3.71758
O -3.85865 -4.51409 -3.38282
F -3.73531 -2.91008 -1.60690
S -6.32858 -3.54468 -4.16680
O -6.67219 -4.90412 -3.82432
O -5.85239 -3.19769 -5.47802
F -7.77108 -2.80730 -4.21421
N -2.68864 3.65718 -2.55427
S -1.94832 2.51546 -1.89907
O -0.89005 2.88405 -0.96586
O -1.69385 1.37107 -2.71968
F -3.12196 2.04090 -0.92430
S -1.44121 4.28887 -3.46702
O -0.25659 3.53418 -3.74695
O -1.28217 5.69295 -3.24866
F -2.16962 4.29557 -4.89793
N 4.71241 -2.00111 3.63181
S 4.32821 -0.86304 4.63611
O 2.96108 -0.42334 4.50618
O 5.34405 0.05149 5.09585
F 4.25698 -1.79515 5.94790
S 5.18833 -1.04258 2.32320
O 6.58531 -0.74219 2.21648
O 4.24820 -0.01885 1.88258
F 5.04026 -2.16749 1.21701

***

83
Properties=species:S:1:pos:R:3 method="wB97M-V/def2-TZVPD" energy_ha=-3268.0485 total_charge=+1 orbital_gap_ev=2.62 spin_multiplicity=1 lumo_ev=-8.6
Hg -1.19145 -3.12607 1.23398
Hg 2.63384 -0.44884 2.26385
N -0.27903 -4.73502 2.34622
S -0.89134 -5.90520 3.37314
O -0.87978 -5.61857 4.77977
O -1.05023 -7.27073 2.86420
F -2.44420 -5.39914 3.05630
S 1.10868 -5.37050 2.40606
O 1.32914 -6.49767 1.51931
O 1.87421 -5.09277 3.62880
F 1.77701 -4.14433 1.47203
C 0.19180 -0.79638 0.84996
O -0.85955 -1.14722 0.20702
O 0.82732 0.26678 0.80456
O 0.50939 -1.58792 1.79752
C -2.59122 1.76230 -0.76454
C -2.13665 2.18625 0.66119
O -0.82215 2.49557 0.63812
O -2.21813 0.46246 -1.13899
H -2.18631 2.41134 -1.54100
H -3.63285 1.90806 -1.05067
H -2.42843 1.35532 1.30347
H -2.72570 3.03107 1.01811
H -0.36685 1.68160 0.41065
H -1.78926 -0.14951 -0.53636
C 0.67316 -0.51420 -3.62594
C -0.65656 -0.53066 -4.39974
O -1.87517 -0.31882 -3.74809
O 0.56838 -1.37794 -2.56552
H 0.83508 0.52426 -3.33700
H 1.47611 -0.81361 -4.29952
H -0.78885 -1.45651 -4.95957
H -0.56708 0.26862 -5.13544
H -1.81607 0.15676 -2.91627
H -0.06113 -1.01914 -1.93576
C 0.11256 -4.60969 -1.37845
O -1.10369 -4.29843 -0.72497
C -2.23913 -4.69000 -1.49365
C -3.19050 -3.50771 -1.13506
N -3.36812 -3.52735 0.35317
C -4.15650 -2.33464 0.72894
C -4.06064 -2.07697 2.17930
O -2.65047 -2.14602 2.64570
C -2.61258 -2.04777 4.04551
H 0.93527 -4.17994 -0.80700
H 0.00092 -4.01612 -2.28583
H 0.28527 -5.64642 -1.66735
H -2.77637 -5.61993 -1.30743
H -2.09600 -4.74391 -2.57287
H -4.12216 -3.69587 -1.66862
H -2.81601 -2.53256 -1.44642
H -4.06573 -4.24561 0.48562
H -5.18696 -2.44606 0.39151
H -3.77074 -1.47891 0.17485
H -4.77396 -2.80144 2.57222
H -4.51030 -1.11897 2.44036
H -2.77394 -2.90080 4.70460
H -3.39103 -1.41907 4.47777
H -1.59216 -1.85628 4.37747
C 5.83788 6.15406 2.58120
O 4.38713 5.99221 2.29996
C 3.97862 6.68070 1.05073
C 2.76370 5.96126 0.50558
N 2.95401 4.52068 0.58051
C 2.06774 3.64640 -0.30083
C 2.63141 3.45163 -1.80960
O 2.32780 4.65027 -2.51613
C 3.11761 4.86597 -3.76050
H 6.26614 5.39045 1.93191
H 5.98806 5.89213 3.62855
H 5.90709 7.22711 2.40263
H 4.86241 6.55739 0.42479
H 3.75385 7.73446 1.21556
H 2.51010 6.22374 -0.52150
H 1.99545 6.14717 1.25613
H 3.89937 4.44920 0.23227
H 1.00250 3.85375 -0.40269
H 2.13025 2.62774 0.08196
H 2.36458 2.60188 -2.43797
H 3.70349 3.34427 -1.97454
H 2.53845 5.36426 -4.53791
H 3.42190 3.97555 -4.31064
H 3.96732 5.43855 -3.38868

***

76
Properties=species:S:1:pos:R:3 method="wB97M-V/def2-TZVPD" energy_ha=-2618.5407 orbital_gap_ev=6.60 spin_multiplicity=1 lumo_ev=-1.6
C 1.73783 5.00834 -0.86125
C 3.07492 4.07439 -0.68304
C 2.97985 2.61643 -1.49416
C 1.42734 2.15574 -1.74726
N 1.25004 0.77812 -2.34278
C 0.98896 -0.29125 -1.30548
C 1.18792 -1.68093 -2.15909
F 0.65850 -1.59653 -3.57209
C 2.75858 -2.16633 -2.31433
C 3.65574 -1.19213 -3.31476
O 2.13167 -0.26135 -0.33274
S 1.81227 0.30426 1.24363
O 2.65726 1.57565 1.61826
O 2.15274 -0.70107 2.39741
O 0.11678 0.54548 0.97923
C -0.30112 -0.14521 -0.28598
C -1.55846 0.72186 -0.88565
C -2.23891 0.06372 -2.25094
C -3.87345 0.27795 -2.10574
F -4.34806 1.64573 -1.67389
C -4.90675 -0.77113 -2.32034
F -5.02602 -2.02546 -1.49531
F -5.91581 -0.51420 -3.40441
P -1.16053 -1.70187 0.40166
C 0.06332 -3.03399 1.00918
C -0.29439 -3.70065 2.46473
C -2.38153 -1.22334 1.82523
C -3.79126 -2.06321 1.57677
H 0.76887 4.57308 -0.32319
H 1.41409 5.13139 -2.00369
H 1.86608 6.11694 -0.45989
H 3.99432 4.72505 -1.03875
H 3.22363 3.92389 0.48750
H 3.60056 1.85973 -0.81360
H 3.51960 2.79582 -2.51783
H 0.83660 2.35514 -0.75768
H 0.98176 2.91993 -2.54918
H 0.43096 0.88821 -3.01347
H 0.61405 -2.61652 -1.69069
H 2.70842 -3.21821 -2.87730
H 3.29430 -2.39119 -1.28916
H 4.41103 -0.54918 -2.69301
H 2.97554 -0.56561 -4.03235
H 4.32086 -1.93390 -3.97136
H -2.45202 0.82173 -0.10521
H -1.28440 1.83734 -1.18039
H -1.89977 0.75053 -3.16032
H -1.91169 -1.05104 -2.39254
H 1.15554 -2.60577 0.91691
H 0.00695 -3.92553 0.21726
H 0.54265 -4.51285 2.70023
H -0.26328 -2.84707 3.26813
H -1.35930 -4.20903 2.37097
H -2.58760 -0.05782 1.88427
H -1.99974 -1.53656 2.89326
H -4.71604 -1.37542 1.35712
H -3.61563 -2.73840 0.63119
H -3.94922 -2.76313 2.50887
O -1.79422 3.07042 1.83593
H -1.36319 2.25014 1.55247
H -1.69001 3.66389 1.07704
O 4.89886 1.47972 3.56577
H 4.29985 1.21791 2.85048
H 5.75387 1.59502 3.12459
O -2.98529 -0.44033 4.57758
H -2.27552 0.02391 5.04630
H -3.18660 -1.19719 5.14821
O -3.37178 -3.04621 5.50673
H -4.12888 -3.62223 5.32234
H -2.74676 -3.62278 5.97138
O -4.66595 4.21727 -2.67337
H -4.59455 3.38091 -2.18922
H -5.48691 4.61060 -2.34124
O 5.11471 -3.26300 -0.24910
H 5.82448 -2.79876 0.21962
H 4.91340 -4.01986 0.32153